1.
Below is C14HF17O3Sn as an isolated structure at a distorted geometry, with properties calculated with the ωB97M-V functional and the def2-TZVPD basis.

```
36
Properties=species:S:1:pos:R:3
C -3.9102 -1.9501 0.9407
C -2.7892 -2.3956 0.8102
C -1.3961 -2.6329 0.8754
C -0.4170 -2.5296 -0.0201
C -0.4982 -2.0844 -1.4742
F -1.6075 -2.6999 -1.9620
F 0.5310 -2.5750 -2.1383
C -0.7361 -0.5484 -1.6558
F -1.4474 -0.4168 -2.7703
F -1.5661 -0.1570 -0.6613
C 0.4985 0.3776 -1.8292
F 0.0349 1.5956 -2.0983
F 1.1175 -0.0211 -2.9447
C 1.5645 0.3781 -0.7109
F 2.0253 -0.8911 -0.5880
F 2.5940 1.0873 -1.1456
C 1.1741 0.8350 0.7080
F 0.2647 -0.0472 1.2216
F 2.2550 0.6874 1.4650
C 0.5949 2.2635 0.9422
F 0.4237 2.3104 2.2745
F -0.6479 2.2969 0.4367
C 1.4772 3.4985 0.5733
F 1.2605 4.4095 1.5255
F 2.7808 3.2260 0.6279
C 1.2061 4.2299 -0.7813
F -0.0757 4.3917 -1.0534
F 1.8399 3.6521 -1.7889
F 1.7418 5.4441 -0.6510
C 0.7881 -3.0336 0.8151
O 1.7840 -3.4826 0.3497
O 0.4322 -2.9899 2.1804
C -0.9088 -3.1265 2.1790
O -1.6240 -3.6003 3.0333
H -4.9305 -1.5922 1.0196
Sn -3.8341 -3.9095 2.2953
```

Summary:
Gap between HOMO and LUMO in Eh: 0.2258
LUMO energy in eV: -11.26
Total charge: +2
M in g/mol: 658.84

=====

2.
Below is C41H59N9O4S2V as an isolated structure at a distorted geometry, with properties calculated with the ωB97M-V functional and the def2-TZVPD basis.

```
116
Properties=species:S:1:pos:R:3
V -2.0985 0.4061 0.0171
C 3.7209 2.9891 -3.7823
C 3.5643 1.6081 -3.1299
C 4.5164 1.5335 -1.9329
C 3.9645 0.5114 -4.1301
C 2.1130 1.3784 -2.7224
C 1.7437 1.1130 -1.4243
C 0.4032 0.8118 -1.1266
N -0.1447 0.4906 0.0649
C 0.4125 0.2560 1.2862
C 1.7415 -0.0413 1.6001
C 2.1490 -0.1271 2.9218
C 1.2012 0.1349 3.9115
C -0.1513 0.3666 3.6743
C -0.5933 0.3290 2.3345
O -1.8365 0.3631 1.9431
C -1.0448 0.6103 4.9018
C -2.4997 0.9357 4.5477
C -1.0351 -0.6432 5.7911
C -0.4918 1.8017 5.7016
C 3.5977 -0.4841 3.2527
C 3.8754 -1.9091 2.7528
C 3.8860 -0.4456 4.7547
C 4.5401 0.5088 2.5551
C -0.6136 0.8625 -2.1636
O -1.8199 0.5673 -1.7490
C -0.2362 1.1886 -3.4843
C 1.1128 1.4087 -3.7111
C -1.1972 1.3337 -4.6815
C -2.6738 1.1776 -4.3045
C -1.0146 2.7307 -5.2988
C -0.8702 0.2800 -5.7497
H 4.7615 3.1525 -4.0720
H 3.4324 3.7761 -3.0824
H 3.1031 3.0833 -4.6758
H 5.5433 1.6776 -2.2719
H 4.4544 0.5559 -1.4493
H 4.2909 2.3102 -1.1991
H 5.0221 0.6035 -4.3885
H 3.3801 0.5752 -5.0482
H 3.7913 -0.4763 -3.6988
H 2.4571 1.1725 -0.6175
H 2.4421 -0.2281 0.7984
H 1.5282 0.1464 4.9415
H -2.9629 0.1193 3.9996
H -2.5572 1.8340 3.9316
H -3.0642 1.1075 5.4683
H -1.3928 -1.5077 5.2292
H -1.6825 -0.4982 6.6597
H -0.0305 -0.8633 6.1536
H -0.4824 2.7025 5.0850
H 0.5227 1.6209 6.0565
H -1.1215 1.9865 6.5754
H 3.2170 -2.6190 3.2571
H 4.9126 -2.1918 2.9548
H 3.6883 -1.9884 1.6841
H 3.2709 -1.1702 5.2913
H 3.7076 0.5480 5.1704
H 4.9328 -0.6998 4.9300
H 4.4276 0.4699 1.4707
H 5.5831 0.2875 2.7943
H 4.3198 1.5270 2.8814
H 1.4186 1.6267 -4.7262
H -2.9746 1.9224 -3.5654
H -2.8631 0.1898 -3.8917
H -3.2913 1.3062 -5.1974
H -1.2053 3.5115 -4.5584
H -1.7099 2.8597 -6.1312
H -0.0041 2.8679 -5.6845
H -0.9236 -0.7196 -5.3308
H 0.1407 0.4126 -6.1393
H -1.5738 0.3628 -6.5823
C -6.7468 -0.1533 0.6196
N -6.2612 1.2158 0.5551
C -7.1623 2.1365 -0.1375
C -4.9008 1.3636 0.3478
N -4.0813 0.4130 0.0997
N -4.4604 2.6720 0.4972
C -3.1760 3.1593 0.3979
N -3.0993 4.5191 0.6066
N -2.1597 2.4134 0.1780
H -7.7578 -0.1362 1.0207
H -6.1241 -0.7289 1.3025
H -6.7712 -0.6484 -0.3587
H -8.1824 1.8981 0.1523
H -7.0776 2.0558 -1.2264
H -6.9815 3.1714 0.1475
H -4.5253 -0.4844 -0.0590
H -5.1312 3.3074 0.8908
H -3.8849 5.0773 0.3157
H -2.2048 4.9339 0.4085
H -1.2904 2.9289 0.0918
N 4.6308 -5.2677 0.6309
C 3.5383 -4.8242 -0.1011
C 2.5820 -5.7279 -0.5700
C 1.5119 -5.2812 -1.3260
C 1.3879 -3.9326 -1.6058
C 2.3374 -3.0228 -1.1624
C 3.4181 -3.4690 -0.4303
S 0.0576 -3.3072 -2.5969
O 0.6849 -2.6583 -3.7153
O -0.8636 -4.3842 -2.8765
N -0.6288 -2.1645 -1.6873
C -1.4143 -2.4846 -0.6904
S -1.6837 -4.1699 -0.1882
C -2.6420 -3.6287 1.1475
C -2.7323 -2.2917 1.1366
N -2.0757 -1.6189 0.1236
H 4.5359 -6.1727 1.0580
H 5.0819 -4.5831 1.2132
H 2.6868 -6.7812 -0.3374
H 0.7612 -5.9612 -1.7081
H 2.2148 -1.9769 -1.4195
H 4.1914 -2.7814 -0.1088
H -3.0753 -4.3237 1.8461
H -3.2558 -1.7011 1.8758
```

Summary:
Gap between HOMO and LUMO (spin up / spin down) in Eh: 0.2143 / 0.2146
Multiplicity: 4
LUMO energy (spin up / spin down) in eV: -0.37 / -1.18
M in g/mol: 857.06

=====

3.
Below is C32H32N3O3P2RbS as an isolated structure at a distorted geometry, with properties calculated with the ωB97M-V functional and the def2-TZVPD basis.

```
74
Properties=species:S:1:pos:R:3
Rb 10.1369 13.4953 11.6820
N 13.1395 10.7674 10.9656
C 13.2138 10.6438 12.4174
C 12.9211 11.9271 13.1029
O 12.7226 12.9343 12.4321
N 12.6995 11.7723 14.4274
C 12.8104 12.6185 15.3626
C 8.5559 12.5540 15.4674
O 8.5568 12.8909 16.6073
O 8.5641 12.3788 14.2836
H 13.8037 10.1639 10.4876
H 13.3235 11.7674 10.6833
H 14.2000 10.2558 12.7764
H 12.5146 9.8338 12.7385
H 12.9219 13.7040 15.1742
H 12.6704 12.3305 16.3492
C 8.4473 6.5657 13.0180
C 7.9713 6.8068 14.4341
P 9.1452 8.0363 15.2435
C 10.6371 7.0985 15.7143
C 11.8493 7.7148 15.8978
C 12.8868 7.0503 16.5107
C 12.7464 5.7254 16.8891
C 11.5656 5.0450 16.5282
C 10.5167 5.7034 15.9877
C 8.2257 8.3067 16.7925
C 8.2694 7.6038 18.0001
C 8.1268 8.3143 19.1613
C 7.3685 9.4852 19.1464
C 6.8838 9.9361 17.9005
C 7.4458 9.4698 16.7189
C 7.7444 7.4705 11.9801
P 8.7374 8.9413 11.4932
C 9.3975 8.3745 9.8972
C 8.5798 7.7965 8.9428
C 9.1258 7.2846 7.7801
C 10.5140 7.3031 7.6585
C 11.3556 7.8631 8.6159
C 10.7741 8.4592 9.7272
C 7.2998 9.9502 10.8580
C 7.3115 10.5836 9.5924
C 6.1380 11.0418 9.0113
C 4.9407 10.9228 9.7036
C 4.9111 10.3711 10.9666
C 6.0934 9.9642 11.5718
H 8.3874 5.5642 12.6664
H 9.5582 6.7671 12.9915
H 7.8984 5.8871 15.0188
H 6.9928 7.3490 14.4516
H 11.9505 8.7215 15.5911
H 13.8249 7.5822 16.5476
H 13.6073 5.1686 17.3475
H 11.5460 3.9838 16.7946
H 9.5916 5.2125 15.7710
H 8.4984 6.5302 18.0159
H 8.5622 7.8944 20.0817
H 7.0769 9.9555 20.1054
H 6.1762 10.7476 17.9087
H 7.3146 9.9259 15.7444
H 6.8117 7.7612 12.4162
H 7.4528 6.8638 11.1073
H 7.4756 7.6884 9.1149
H 8.5144 6.8566 6.9648
H 11.0302 6.7549 6.8301
H 12.4387 7.9034 8.4091
H 11.3670 8.8826 10.4912
H 8.2562 10.5805 8.9891
H 6.1721 11.5540 8.0410
H 4.0242 11.2600 9.2759
H 4.0033 10.3574 11.5131
H 6.0911 9.6254 12.6306
S 9.7995 15.5881 9.0988
C 8.9180 14.2261 9.0700
N 8.3186 13.1674 9.1232
```

Summary:
Gap between HOMO and LUMO (spin up / spin down) in Eh: 0.1336 / 0.0723
LUMO energy (spin up / spin down) in eV: 3.64 / 3.64
Total charge: -2
M in g/mol: 686.11

=====

4.
Below is a 2-piece molecular cluster, C17H18O5 overall at a distorted geometry, with properties calculated with the ωB97M-V functional and the def2-TZVPD basis.

```
40
Properties=species:S:1:pos:R:3
C -3.7731 -2.1994 1.4990
C -2.9645 -3.0061 0.6327
C -1.7260 -2.5183 -0.1600
C -1.4224 -1.2117 0.0456
C -0.6222 -0.9998 0.9757
C -0.3293 0.4066 1.3468
C -0.8069 1.3616 0.5972
C -1.6309 1.1760 -0.7167
C -2.0146 -0.1597 -0.8527
H -2.5944 -0.4695 -1.5772
O -2.2385 2.2138 -1.4667
C -2.4058 3.4789 -1.2604
H -3.0877 3.5795 -1.8973
H -1.3672 4.0285 -1.3448
H -2.5661 3.5066 -0.2338
O -0.2930 2.7503 0.7272
C 1.0062 2.8607 -0.0817
C 2.0247 2.0156 0.3112
C 3.1534 2.2317 1.1165
C 3.6790 0.9298 1.2498
C 3.0251 0.1465 0.0663
C 3.1762 -1.1332 -0.1204
O 4.1624 -1.8281 0.2099
O 2.3322 -1.5597 -1.0192
C 2.5072 -2.7763 -1.8945
H 3.5292 -3.0605 -2.2082
H 2.5034 -3.8256 -0.8115
H 1.6950 -2.9529 -2.3385
O 1.9986 0.8444 -0.2791
H 4.5680 0.5132 1.7996
H 3.2782 3.0603 1.7768
H 1.2268 4.0214 -0.0130
H 0.8070 2.9757 -1.1927
H 0.3675 0.6516 2.0766
H -0.3155 -1.6427 1.8130
H -2.0328 -2.5898 -1.1574
H -1.0433 -3.2656 0.0012
H -3.4143 -4.0107 0.7719
H -4.7180 -2.5050 1.9502
H -3.6739 -1.0382 1.6585
```

Summary:
Gap between HOMO and LUMO in Eh: 0.3066
LUMO energy in eV: -0.24
M in g/mol: 302.33

=====

ΔE to the lowest compared entry with this formula, charge and spin per entry: 0.0; 35.0; 0.0; 325.4 kcal/mol